# 1
C5H8O | ωB97M-V/def2-TZVPD

XYZ file:
```
14
C5H8O (ωB97M-V/def2-TZVPD)
C 2.25903 -0.48466 0.20615
C 0.02390 0.73141 -1.09481
O -0.71617 -0.32453 -1.37428
C -1.78866 -0.54022 -0.43413
C -1.58632 0.54202 0.56430
C -0.49834 1.23433 0.20816
H 2.92947 -1.19990 -0.27218
H 2.81429 0.20568 0.84529
H 1.51344 -1.01897 0.80509
H 1.76844 0.09150 -0.58745
H -2.71889 -0.46393 -1.00515
H -1.70800 -1.54861 -0.01457
H -2.23879 0.70843 1.41316
H -0.05340 2.06746 0.74044
```

Computed properties:
Kohn-Sham gap = 8.73 eV
E_tot = -7358.744 eV
energy relative to the best compared isomer or geometry (same formula, charge and spin) = 338.8 kJ/mol
E_HOMO = -0.3098 Ha
largest force on an atom = 0.5 eV/A

# 2
C5H8O | ωB97M-V/def2-TZVPD

XYZ file:
```
14
C5H8O (ωB97M-V/def2-TZVPD)
C 0.56330 0.86839 -0.67315
C 0.57666 -0.66652 -0.90135
C -0.07207 -1.22142 0.35731
O 0.72195 -0.84461 1.47592
C -0.49652 -0.14178 1.23917
C -0.62196 1.03038 0.27687
H 0.44877 1.43380 -1.60420
H 1.48191 1.21134 -0.18743
H 0.02772 -0.94224 -1.80789
H 1.59348 -1.06589 -0.98356
H -0.67896 -2.11813 0.36595
H -1.21498 -0.30222 2.03996
H -1.51987 0.74417 -0.29610
H -0.80943 2.01476 0.69851
```

Computed properties:
Kohn-Sham gap = 11.09 eV
E_tot = -7360.661 eV
energy relative to the best compared isomer or geometry (same formula, charge and spin) = 153.8 kJ/mol
E_HOMO = -0.3662 Ha
structure (SMILES) = C1C[C@@H]2O[C@@H]2C1
largest force on an atom = 0.9 eV/A

# 3
C5H8O | ωB97M-V/def2-TZVPD

XYZ file:
```
14
C5H8O (ωB97M-V/def2-TZVPD)
C -1.44596 -0.89673 -0.15046
O -0.71750 -1.47089 0.94670
C -0.14107 -0.36826 0.25881
C 0.00409 0.95012 1.00343
C 1.31968 0.98819 -0.93006
C 1.11383 -0.49175 -0.59645
H -2.36066 -0.36161 0.12133
H -1.51850 -1.51905 -1.04753
H 0.60468 0.83451 1.91547
H -0.92675 1.49194 1.21171
H 0.72404 1.61242 0.35412
H 0.44327 1.25039 -1.57099
H 1.95422 -0.90992 -0.02450
H 0.94661 -1.10936 -1.49158
```

Computed properties:
Kohn-Sham gap = 8.69 eV
E_tot = -7356.643 eV
energy relative to the best compared isomer or geometry (same formula, charge and spin) = 541.5 kJ/mol
E_HOMO = -0.3192 Ha
largest force on an atom = 0.5 eV/A

# 4
C5H8O | ωB97M-V/def2-TZVPD

XYZ file:
```
14
C5H8O (ωB97M-V/def2-TZVPD)
C 1.38373 1.14364 1.10945
C 0.93347 -0.04737 0.28718
O 1.44825 -1.13378 0.46077
C -0.22714 0.13351 -0.64182
C -0.82142 -1.09947 -1.24965
C -1.52043 -0.44711 -0.10156
H 2.42007 1.38538 0.85551
H 0.75529 2.03066 0.98832
H 1.37597 0.83290 2.15824
H -0.29026 1.08090 -1.17276
H -0.28429 -2.02048 -1.04686
H -1.27355 -1.02673 -2.23349
H -2.44001 0.10141 -0.28089
H -1.45966 -0.93346 0.86755
```

Computed properties:
Kohn-Sham gap = 10.74 eV
E_tot = -7361.340 eV
energy relative to the best compared isomer or geometry (same formula, charge and spin) = 88.3 kJ/mol
E_HOMO = -0.3548 Ha
structure (SMILES) = CC(=O)C1CC1
largest force on an atom = 0.4 eV/A

# 5
C5H8O | ωB97M-V/def2-TZVPD

XYZ file:
```
14
C5H8O (ωB97M-V/def2-TZVPD)
C -1.61738 0.24317 0.27008
C -0.45053 -0.50428 -0.37644
C 0.68893 0.35793 -0.88748
C 1.30624 1.15455 -0.01361
C 0.53149 -1.27456 0.50959
O 1.31447 -2.06554 0.03877
H -1.29433 1.10577 0.86158
H -2.28329 0.62806 -0.51160
H -2.21548 -0.40486 0.91933
H -0.81269 -1.22062 -1.11804
H 1.17364 0.03128 -1.80613
H 0.81202 1.44498 0.90988
H 2.33866 1.45667 -0.12662
H 0.57976 -0.96596 1.57726
```

Computed properties:
Kohn-Sham gap = 10.49 eV
E_tot = -7360.492 eV
energy relative to the best compared isomer or geometry (same formula, charge and spin) = 170.2 kJ/mol
E_HOMO = -0.3470 Ha
structure (SMILES) = C=C[C@H](C)C=O
largest force on an atom = 0.8 eV/A

# 6
C5H8O | ωB97M-V/def2-TZVPD

XYZ file:
```
14
C5H8O (ωB97M-V/def2-TZVPD)
C -1.66934 0.19521 0.47171
C 0.36039 1.23692 0.38204
C 1.43031 0.20574 0.38543
C 0.96630 -0.98926 -0.46490
O -0.04919 -0.44654 -1.28725
C -0.60197 0.66104 -0.57322
H -2.21400 -0.64254 0.02811
H -2.35150 1.01678 0.69978
H -1.20927 -0.15272 1.40308
H 1.86823 -0.02197 1.36214
H 2.18983 0.79639 -0.16228
H 0.57367 -1.79967 0.16944
H 1.74910 -1.40228 -1.10758
H -1.04255 1.34289 -1.30649
```

Computed properties:
Kohn-Sham gap = 9.24 eV
E_tot = -7358.484 eV
energy relative to the best compared isomer or geometry (same formula, charge and spin) = 363.9 kJ/mol
E_HOMO = -0.3266 Ha
largest force on an atom = 0.4 eV/A

# 7
C5H8O | ωB97M-V/def2-TZVPD

XYZ file:
```
14
C5H8O (ωB97M-V/def2-TZVPD)
C 2.21067 0.46735 -0.50081
C 0.98948 -0.35276 -0.56980
C 0.23004 -0.98210 0.31403
C -1.06628 -1.06175 0.03725
C -1.92464 0.04630 0.55456
O -1.26178 0.93234 1.41283
H 1.83514 1.49128 -0.35290
H 2.87060 0.21322 0.32440
H 2.72542 0.44406 -1.46351
H 0.41879 -0.16864 -1.48508
H -1.44804 -1.72295 -0.74040
H -2.23841 0.62042 -0.33161
H -2.82974 -0.37025 1.01282
H -0.51127 0.44350 1.78823
```

Computed properties:
Kohn-Sham gap = 8.83 eV
E_tot = -7358.094 eV
energy relative to the best compared isomer or geometry (same formula, charge and spin) = 401.5 kJ/mol
E_HOMO = -0.3181 Ha
structure (SMILES) = CC=C=CCO
largest force on an atom = 1.0 eV/A

# 8
C5H8O | ωB97M-V/def2-TZVPD

XYZ file:
```
14
C5H8O (ωB97M-V/def2-TZVPD)
C -1.19492 0.94367 0.69852
C -0.30864 -0.01035 -0.11184
C 0.56486 0.52255 -1.19207
C 1.34372 -0.34041 -0.28758
C -0.30098 -1.38541 0.40904
O -0.35230 -1.51549 1.62280
H -1.82435 1.51022 -0.01085
H -1.87033 0.35816 1.33513
H -0.68668 1.66944 1.33506
H 0.44399 0.24135 -2.22978
H 0.77327 1.58008 -1.03268
H 2.02676 -0.03511 0.49180
H 1.64281 -1.29037 -0.75311
H -0.25720 -2.24833 -0.27446
```

Computed properties:
Kohn-Sham gap = 9.82 eV
E_tot = -7359.301 eV
energy relative to the best compared isomer or geometry (same formula, charge and spin) = 285.0 kJ/mol
E_HOMO = -0.3277 Ha
structure (SMILES) = CC1(C=O)CC1
largest force on an atom = 0.9 eV/A

# 9
C5H8O2 | ωB97M-V/def2-TZVPD

XYZ file:
```
15
C5H8O2 (ωB97M-V/def2-TZVPD)
C -1.64402 -0.49498 -0.15506
C -0.37429 0.33390 -0.08667
O -0.62337 1.70665 -0.31491
C 0.58544 0.20086 1.12578
C 1.74463 -0.27848 0.21067
C 0.76541 -0.24991 -0.95783
O 0.80167 -0.62938 -2.09715
H -2.36524 -0.18615 0.60750
H -2.09850 -0.36310 -1.14562
H -1.43406 -1.56363 -0.04146
H -1.16745 1.78154 -1.11009
H 0.75731 1.16992 1.59875
H 0.27386 -0.52480 1.88136
H 2.56376 0.43786 0.09395
H 2.16955 -1.26612 0.41279
```

Computed properties:
Kohn-Sham gap = 10.13 eV
E_tot = -9408.804 eV
energy relative to the best compared isomer or geometry (same formula, charge and spin) = 99.3 kJ/mol
E_HOMO = -0.3399 Ha
structure (SMILES) = C[C@@]1(O)CCC1=O
largest force on an atom = 0.6 eV/A

# 10
C5H8O2 | ωB97M-V/def2-TZVPD

XYZ file:
```
15
C5H8O2 (ωB97M-V/def2-TZVPD)
C -0.01073 -1.05019 -1.89797
O 0.88045 -0.26421 -2.11202
C 0.22587 1.67642 -0.17293
C 0.89530 0.64531 0.72017
C 0.07545 -0.57874 1.03692
C -1.23107 -0.57907 1.29767
O -0.96435 1.79844 -0.33673
H 0.19436 -2.12557 -1.72454
H -1.07065 -0.74114 -1.85260
H 0.93164 2.36675 -0.67761
H 1.18108 1.17188 1.64439
H 1.83865 0.36739 0.23604
H 0.62174 -1.52303 1.03478
H -1.76402 -1.50529 1.49293
H -1.80373 0.34106 1.31150
```

Computed properties:
Kohn-Sham gap = 10.51 eV
E_tot = -9407.635 eV
energy relative to the best compared isomer or geometry (same formula, charge and spin) = 212.0 kJ/mol
E_HOMO = -0.3569 Ha
structure (SMILES) = C=CCC=O.C=O
largest force on an atom = 0.5 eV/A

# 11
C5H8O2 | ωB97M-V/def2-TZVPD

XYZ file:
```
15
C5H8O2 (ωB97M-V/def2-TZVPD)
C 1.45158 0.95474 0.18153
C 0.34410 -0.06924 0.43041
O 0.68572 -0.81731 1.58162
C -1.14797 0.40386 0.40347
C -1.40479 -0.35064 -0.92550
C 0.01171 -0.90351 -0.82810
O 0.64797 -1.71193 -1.45218
H 1.51450 1.64572 1.02684
H 2.40530 0.41900 0.12308
H 1.34217 1.53144 -0.74462
H 0.93788 -1.70486 1.30174
H -1.71565 -0.02776 1.23043
H -1.31191 1.48442 0.36670
H -2.17689 -1.12616 -0.88834
H -1.58370 0.27226 -1.80708
```

Computed properties:
Kohn-Sham gap = 10.48 eV
E_tot = -9408.761 eV
energy relative to the best compared isomer or geometry (same formula, charge and spin) = 103.3 kJ/mol
E_HOMO = -0.3531 Ha
structure (SMILES) = C[C@@]1(O)CCC1=O
largest force on an atom = 0.7 eV/A

# 12
C5H8O2 | ωB97M-V/def2-TZVPD

XYZ file:
```
15
C5H8O2 (ωB97M-V/def2-TZVPD)
C 2.53642 -0.24856 0.07025
C 1.24733 0.27725 0.59117
O 0.39834 0.79120 -0.30188
C -0.79236 0.40150 0.19081
C -2.06758 0.93853 -0.40392
O -2.56446 -0.40791 -0.54297
C -1.35884 -0.97654 -0.00046
H 3.27842 -0.33345 0.86826
H 2.44749 -1.22946 -0.41464
H 2.91560 0.44649 -0.69270
H 1.04309 0.46020 1.63495
H -2.73624 1.54113 0.22359
H -1.92604 1.44803 -1.37047
H -0.78796 -1.59220 -0.71623
H -1.58496 -1.57918 0.88791
```

Computed properties:
Kohn-Sham gap (alpha / beta) = 7.93 / 8.64 eV
E_tot = -9404.593 eV
energy relative to the best compared isomer or geometry (same formula, charge and spin) = 505.5 kJ/mol
E_HOMO (alpha / beta) = -0.2792 / -0.2905 Ha
largest force on an atom = 1.7 eV/A

# 13
C5H8O2 | ωB97M-V/def2-TZVPD

XYZ file:
```
15
C5H8O2 (ωB97M-V/def2-TZVPD)
O 2.50832 0.73164 0.68481
C 1.47445 0.34868 -0.19042
C 0.47066 -0.50366 0.54038
O -0.13991 0.19775 1.67202
C -1.38522 -0.21386 1.41327
C -1.56356 0.12126 -0.99136
C -0.94866 -0.80003 0.05612
H 2.08769 1.21812 1.40669
H 0.98893 1.21614 -0.65924
H 1.94525 -0.23059 -0.99182
H 0.98119 -1.37124 0.96235
H -1.80054 1.10644 -0.55399
H -0.91422 0.30813 -1.84821
H -2.50651 -0.28437 -1.36201
H -1.19787 -1.84441 -0.13861
```

Computed properties:
Kohn-Sham gap = 9.54 eV
E_tot = -9405.983 eV
energy relative to the best compared isomer or geometry (same formula, charge and spin) = 371.4 kJ/mol
E_HOMO = -0.3219 Ha
largest force on an atom = 0.6 eV/A

# 14
C5H8O2 | ωB97M-V/def2-TZVPD

XYZ file:
```
15
C5H8O2 (ωB97M-V/def2-TZVPD)
C 0.36856 1.70262 -0.69784
C -0.85402 1.05094 -0.15826
C 1.27215 -0.07102 -0.06213
C -0.29225 -0.40798 -0.16217
C -0.72491 -1.14107 1.14352
O 0.65956 2.51938 -1.48216
O 2.07628 -0.50778 -1.11235
H -1.01836 1.28061 0.92309
H -1.75829 1.32699 -0.84419
H 1.66990 -0.08683 0.88049
H -0.59144 -0.89058 -1.02938
H -0.45126 -0.42693 1.83331
H -0.26675 -2.05441 1.29704
H -1.78714 -1.35823 1.28387
H 1.69796 -0.93569 -1.81283
```

Computed properties:
Kohn-Sham gap = 8.48 eV
E_tot = -9406.239 eV
energy relative to the best compared isomer or geometry (same formula, charge and spin) = 346.7 kJ/mol
E_HOMO = -0.2787 Ha
largest force on an atom = 7.4 eV/A

# 15
C5H8O2 | ωB97M-V/def2-TZVPD

XYZ file:
```
15
C5H8O2 (ωB97M-V/def2-TZVPD)
C -1.21998 0.13197 1.17830
C -1.44765 0.18387 -0.30783
O -0.57522 0.92742 -1.11190
C 0.64085 0.33774 -1.32765
C 1.05328 -0.79460 -0.76117
O 0.32360 -1.54212 0.12313
C -0.98474 -1.08749 0.32911
H -0.32513 0.63654 1.53549
H -2.07215 0.15953 1.85155
H -2.46214 0.23512 -0.69113
H 1.25984 0.90288 -2.01258
H 2.89955 1.73298 1.05669
H 2.03111 -1.21716 -0.95342
H 2.47452 1.30467 0.62022
H -1.67633 -1.92211 0.39119
```

Computed properties:
Kohn-Sham gap = 9.30 eV
E_tot = -9406.376 eV
energy relative to the best compared isomer or geometry (same formula, charge and spin) = 333.5 kJ/mol
E_HOMO = -0.3029 Ha
structure (SMILES) = C1=CO[C@@H]2C[C@@H]2O1.[H][H]
largest force on an atom = 0.2 eV/A

# 16
C5H8O2 | ωB97M-V/def2-TZVPD

XYZ file:
```
15
C5H8O2 (ωB97M-V/def2-TZVPD)
C -0.58397 1.79755 -0.17059
C -0.94674 0.37356 -0.06891
C -1.29148 -0.83236 -0.89079
C -1.36927 -0.65213 0.59917
O 2.15533 0.20823 -0.41564
C 2.41117 -0.68951 0.34965
O 1.52703 -1.35741 1.08469
H 0.38909 1.88945 -0.65856
H -0.55490 2.28731 0.80689
H -1.33088 2.29743 -0.79693
H -2.21224 -0.80450 -1.48088
H -0.50154 -1.44336 -1.33662
H -1.75853 -1.03613 1.53088
H 0.64130 -0.96996 0.90887
H 3.42561 -1.06817 0.53876
```

Computed properties:
Kohn-Sham gap = 10.52 eV
E_tot = -9407.371 eV
energy relative to the best compared isomer or geometry (same formula, charge and spin) = 237.5 kJ/mol
E_HOMO = -0.3497 Ha
structure (SMILES) = CC1=CC1.O=CO
largest force on an atom = 0.6 eV/A